(1)
C46H40AsCl5N2O3S2Tc | ωB97M-V/def2-TZVPD

Calculated values
Gap between HOMO and LUMO (alpha / beta): 0.2304 / 0.2556 Ha
E_HOMO (alpha / beta): -0.2203 / -0.2562 Ha
Relative energy (zero: lowest compared OMol25 entry of this formula, charge and spin): 0.0 kJ/mol
2S+1: 2

Each line ends with the Löwdin charge.
Atoms and positions in Å:
Tc: 0.672 -0.312 0.932  1.23
Cl: 4.731 6.177 1.954  0.66
C: 3.726 4.844 1.528  -0.73
C: 3.729 3.672 2.278  -0.70
Cl: 4.724 3.596 3.687  0.67
C: 2.953 2.572 1.917  -0.58
Cl: 2.970 1.200 2.966  0.80
C: 2.165 2.563 0.736  -0.49
O: 1.494 1.576 0.261  -0.26
C: 2.102 3.823 0.075  -0.59
Cl: 0.964 4.001 -1.214  0.75
C: 2.875 4.915 0.430  -0.71
Cl: 2.785 6.376 -0.481  0.67
C: 4.058 -0.134 0.283  -0.06
C: 3.670 -1.243 1.207  -0.33
C: 4.720 -2.114 1.601  -0.01
C: 4.505 -3.079 2.525  0.00
C: 3.216 -3.224 3.086  -0.16
C: 2.946 -4.197 4.074  -0.05
C: 1.685 -4.316 4.583  -0.08
C: 0.656 -3.488 4.109  -0.12
C: 0.880 -2.535 3.140  -0.57
S: -0.437 -1.562 2.541  0.66
C: 2.196 -2.369 2.623  -0.21
N: 2.440 -1.375 1.685  -0.03
H: 4.551 0.646 0.863  0.08
H: 3.211 0.305 -0.228  0.04
H: 4.780 -0.499 -0.449  0.08
H: 5.695 -1.970 1.156  0.12
H: 5.302 -3.739 2.843  0.12
H: 3.751 -4.835 4.411  0.11
H: 1.470 -5.052 5.346  0.10
H: -0.348 -3.597 4.500  0.10
O: 0.223 1.265 2.503  -0.74
S: -1.189 1.845 2.533  0.96
C: -1.395 2.386 4.243  -0.30
C: -0.763 3.768 4.342  -0.22
C: -1.238 4.503 3.090  -0.21
C: -0.989 3.551 1.923  -0.28
H: -0.937 1.616 4.861  0.10
H: -2.470 2.412 4.431  0.09
H: 0.324 3.669 4.327  0.12
H: -1.044 4.281 5.261  0.11
H: -0.710 5.444 2.937  0.12
H: -2.304 4.731 3.174  0.11
H: 0.047 3.575 1.590  0.07
H: -1.634 3.702 1.061  0.08
C: 2.608 -1.239 -2.460  -0.04
C: 1.638 -2.378 -2.394  -0.24
C: 1.633 -3.336 -3.393  -0.08
C: 0.758 -4.413 -3.364  -0.10
C: -0.095 -4.538 -2.277  -0.07
C: -0.108 -3.619 -1.237  -0.22
C: -0.978 -3.875 -0.048  -0.06
C: 0.740 -2.488 -1.306  -0.28
N: 0.730 -1.505 -0.360  -0.13
H: 2.961 -1.091 -3.480  0.08
H: 3.476 -1.444 -1.833  0.06
H: 2.160 -0.309 -2.109  0.06
H: 2.323 -3.220 -4.221  0.11
H: 0.753 -5.146 -4.159  0.09
H: -0.769 -5.384 -2.215  0.11
H: -1.802 -4.537 -0.313  0.08
H: -1.377 -2.959 0.371  0.01
H: -0.405 -4.350 0.754  0.09
O: -1.189 0.487 0.134  -0.62
As: -1.880 0.206 -1.362  1.26
C: -0.832 0.275 -2.964  -0.30
C: -0.733 -0.719 -3.928  -0.09
C: -0.036 -0.457 -5.101  -0.07
C: 0.582 0.768 -5.294  -0.07
C: 0.511 1.746 -4.311  -0.06
C: -0.204 1.502 -3.153  -0.13
C: -3.083 1.692 -1.575  -0.28
C: -3.562 2.322 -0.434  -0.10
C: -4.466 3.367 -0.550  -0.07
C: -4.892 3.778 -1.805  -0.08
C: -4.421 3.142 -2.944  -0.07
C: -3.517 2.095 -2.831  -0.08
C: -3.099 -1.270 -1.184  -0.28
C: -3.692 -1.346 0.075  -0.10
C: -4.656 -2.306 0.330  -0.06
C: -5.035 -3.190 -0.671  -0.08
C: -4.454 -3.108 -1.926  -0.08
C: -3.486 -2.147 -2.189  -0.08
H: -1.148 -1.703 -3.777  0.09
H: 0.040 -1.230 -5.853  0.11
H: 1.135 0.956 -6.204  0.11
H: 1.007 2.699 -4.444  0.11
H: -0.267 2.261 -2.387  0.03
H: -3.222 1.986 0.538  0.07
H: -4.839 3.861 0.337  0.11
H: -5.594 4.596 -1.896  0.10
H: -4.754 3.463 -3.922  0.11
H: -3.143 1.606 -3.723  0.11
H: -3.371 -0.672 0.861  0.10
H: -5.108 -2.368 1.310  0.11
H: -5.784 -3.944 -0.471  0.11
H: -4.749 -3.795 -2.707  0.11
H: -3.062 -2.096 -3.177  0.09

(2)
C14H34O12S4 | ωB97M-V/def2-TZVPD

Calculated values
Gap between HOMO and LUMO: 0.3346 Ha
E_HOMO: -0.3189 Ha
SMILES: CCOS(C)(=O)=O.CCOS(C)(=O)=O.CCOS(C)(=O)=O.COC(=O)OCCCS

Each line ends with the Löwdin charge.
Atoms and positions in Å:
C: -2.475 2.721 -7.890  -0.06
O: -3.749 2.383 -7.254  -0.07
C: -3.516 2.022 -5.888  -0.49
O: -3.763 2.866 -5.022  0.10
O: -2.979 0.744 -5.690  -0.04
C: -3.253 0.227 -4.363  -0.17
C: -1.912 0.155 -3.452  -0.20
C: -1.388 1.590 -2.979  -0.52
S: -0.507 2.559 -4.316  0.67
H: -2.236 3.831 -7.860  0.11
H: -2.485 2.422 -8.995  0.10
H: -1.664 2.116 -7.374  0.07
H: -4.125 0.714 -3.828  0.14
H: -3.551 -0.876 -4.511  0.13
H: -1.121 -0.462 -3.987  0.10
H: -2.186 -0.419 -2.499  0.12
H: -0.583 1.382 -2.183  0.06
H: -2.173 2.240 -2.479  0.08
H: -0.660 1.904 -5.533  -0.15
O: 3.461 -0.851 -3.750  -0.27
S: 2.244 -1.478 -3.311  0.60
O: 1.152 -0.718 -2.765  -0.29
O: 2.609 -2.673 -2.285  -0.26
C: 3.421 -2.371 -1.150  -0.26
C: 2.625 -1.678 -0.060  -0.08
C: 1.622 -2.495 -4.620  -0.12
H: 4.290 -1.775 -1.444  0.12
H: 3.798 -3.323 -0.770  0.12
H: 2.313 -0.679 -0.373  0.07
H: 3.223 -1.575 0.848  0.08
H: 1.718 -2.241 0.174  0.08
H: 2.433 -3.112 -5.003  0.07
H: 1.248 -1.837 -5.404  0.08
H: 0.812 -3.112 -4.233  0.08
O: 1.796 3.606 3.071  -0.28
S: 0.851 2.523 3.001  0.60
O: 1.113 1.335 2.230  -0.29
O: -0.591 3.113 2.572  -0.26
C: -0.678 3.898 1.382  -0.26
C: -0.663 3.028 0.139  -0.09
C: 0.411 2.039 4.645  -0.12
H: 0.120 4.645 1.352  0.12
H: -1.625 4.440 1.429  0.12
H: 0.309 2.545 0.010  0.07
H: -0.863 3.626 -0.752  0.08
H: -1.411 2.235 0.212  0.09
H: 0.161 2.929 5.221  0.08
H: 1.271 1.536 5.087  0.07
H: -0.435 1.355 4.597  0.06
O: -0.275 -0.936 5.616  -0.29
S: 0.274 -2.243 5.361  0.61
O: -0.553 -3.346 4.953  -0.27
O: 1.158 -2.697 6.635  -0.26
C: 0.549 -2.683 7.927  -0.27
C: -0.359 -3.882 8.130  -0.08
C: 1.609 -2.084 4.210  -0.12
H: 0.009 -1.746 8.090  0.12
H: 1.360 -2.719 8.658  0.12
H: -1.234 -3.827 7.479  0.07
H: -0.710 -3.928 9.164  0.08
H: 0.165 -4.809 7.890  0.09
H: 2.268 -1.283 4.542  0.07
H: 1.184 -1.842 3.236  0.07
H: 2.144 -3.032 4.158  0.08

(3)
C38H40N5O2PS2SbV | ωB97M-V/def2-TZVPD

Calculated values
Gap between HOMO and LUMO (alpha / beta): 0.2085 / 0.2314 Ha
E_HOMO (alpha / beta): -0.2123 / -0.2356 Ha
Relative energy (zero: lowest compared OMol25 entry of this formula, charge and spin): 171.9 kJ/mol
2S+1: 3

Each line ends with the Löwdin charge.
Atoms and positions in Å:
V: -0.022 1.517 1.889  -0.02
C: 2.291 1.639 3.923  -0.11
N: 1.737 0.603 3.008  -0.14
C: 1.244 -0.654 3.715  -0.09
C: -0.195 -0.615 3.726  -0.34
N: -0.972 0.408 3.312  0.05
C: -2.310 0.108 3.794  -0.17
C: -3.417 0.967 3.902  -0.02
C: -4.530 0.394 4.434  -0.08
C: -4.514 -0.949 4.878  -0.11
C: -3.432 -1.787 4.860  -0.02
C: -2.271 -1.172 4.303  -0.15
N: -0.902 -1.623 4.255  0.17
C: 1.628 2.960 3.729  -0.31
N: 0.706 3.318 2.873  0.07
C: 0.319 4.666 3.139  -0.19
C: -0.522 5.578 2.546  -0.04
C: -0.508 6.883 2.959  -0.07
C: 0.323 7.314 4.035  -0.08
C: 1.102 6.384 4.697  -0.04
C: 1.068 5.058 4.234  -0.17
N: 1.987 3.981 4.563  0.15
H: 3.395 1.783 3.699  0.16
H: 2.287 1.356 4.955  0.11
H: 2.376 0.411 2.209  0.07
H: 1.540 -0.588 4.790  0.14
H: 1.559 -1.549 3.208  0.13
H: -3.395 2.019 3.509  0.09
H: -5.472 0.883 4.605  0.10
H: -5.497 -1.360 5.174  0.11
H: -3.456 -2.804 5.301  0.12
H: -0.540 -2.476 4.693  0.18
H: -1.301 5.320 1.801  0.07
H: -1.185 7.621 2.578  0.10
H: 0.415 8.394 4.204  0.11
H: 1.769 6.636 5.596  0.13
H: 2.175 3.831 5.570  0.17
C: -4.605 5.641 -1.970  -0.09
C: -3.562 4.551 -2.022  -0.23
O: -2.693 4.467 -0.775  -0.46
P: -1.502 3.432 -0.655  0.47
S: -1.883 2.750 1.299  0.27
S: 0.814 0.759 0.227  0.09
O: -2.073 2.188 -1.554  -0.43
C: -1.231 1.508 -2.550  -0.28
C: -0.157 2.448 -3.109  -0.14
H: -4.957 5.901 -2.968  0.07
H: -4.286 6.558 -1.426  0.08
H: -5.448 5.367 -1.335  0.07
H: -2.849 4.730 -2.817  0.10
H: -3.962 3.509 -2.004  0.12
H: -1.867 1.209 -3.363  0.10
H: -0.698 0.673 -2.054  0.05
H: -0.320 2.791 -4.141  0.06
H: 0.774 1.869 -3.087  0.06
H: 0.038 3.380 -2.519  0.03
C: 3.049 -8.215 -2.802  -0.07
C: 1.662 -7.815 -2.734  -0.09
C: 1.256 -6.567 -2.259  -0.17
C: 2.201 -5.584 -2.034  -0.43
C: 3.526 -5.876 -2.213  -0.16
C: 3.963 -7.161 -2.557  -0.10
Sb: 1.615 -3.570 -1.436  1.45
C: -0.241 -3.563 -2.685  -0.36
C: -0.290 -4.295 -3.877  -0.16
C: -1.482 -4.316 -4.618  -0.09
C: -2.605 -3.652 -4.182  -0.11
C: -2.566 -2.966 -2.997  -0.12
C: -1.442 -2.971 -2.201  -0.13
C: 2.876 -2.314 -2.736  -0.41
C: 3.946 -1.769 -2.118  -0.18
C: 4.970 -1.099 -2.867  -0.07
C: 4.796 -0.944 -4.246  -0.10
C: 3.650 -1.471 -4.852  -0.09
C: 2.713 -2.209 -4.122  -0.11
H: 3.397 -9.205 -3.174  0.10
H: 0.922 -8.578 -3.022  0.10
H: 0.152 -6.315 -2.173  0.12
H: 4.228 -5.069 -2.082  0.08
H: 5.073 -7.327 -2.604  0.11
H: 0.577 -4.859 -4.206  0.09
H: -1.513 -4.893 -5.535  0.10
H: -3.540 -3.720 -4.720  0.10
H: -3.397 -2.303 -2.666  0.12
H: -1.388 -2.488 -1.211  0.09
H: 4.113 -1.861 -1.018  0.09
H: 5.928 -0.805 -2.449  0.09
H: 5.496 -0.388 -4.852  0.10
H: 3.477 -1.391 -5.929  0.10
H: 1.868 -2.624 -4.667  0.09

(4)
C2H2N4O2 | ωB97M-V/def2-TZVPD

Calculated values
Gap between HOMO and LUMO: 0.3284 Ha
E_HOMO: -0.3541 Ha
SMILES: O/N=c1\cnonn1
Relative energy (zero: lowest compared OMol25 entry of this formula, charge and spin): 804.3 kJ/mol

Each line ends with the Löwdin charge.
Atoms and positions in Å:
C: 0.472 -0.176 -0.147  -0.29
C: -0.191 1.166 -0.154  -0.10
H: 3.540 -0.101 0.166  0.17
H: 0.331 2.074 -0.484  0.13
N: 1.694 -0.543 0.197  0.03
N: -1.424 1.270 -0.141  0.06
N: -1.393 -1.167 -0.016  0.08
N: -0.285 -1.321 -0.327  0.09
O: 2.642 0.418 0.104  -0.06
O: -2.104 0.134 0.413  -0.10

(5)
C36H28O6P2S2Zr | ωB97M-V/def2-TZVPD

Calculated values
Gap between HOMO and LUMO: 0.2865 Ha
E_HOMO: -0.5234 Ha
Relative energy (zero: lowest compared OMol25 entry of this formula, charge and spin): 200.3 kJ/mol
Charge: +2

Each line ends with the Löwdin charge.
Atoms and positions in Å:
Zr: 0.000 0.000 0.315  1.59
O: 3.761 0.072 0.123  -0.19
S: 2.531 -0.624 0.053  0.61
O: 1.560 -0.125 -0.987  -0.47
O: 1.651 -0.452 1.281  -0.45
C: 2.751 -2.375 -0.106  -0.27
C: 4.035 -2.868 0.045  -0.02
C: 4.258 -4.236 -0.029  -0.01
C: 3.189 -5.092 -0.252  -0.01
C: 1.904 -4.591 -0.393  -0.03
C: 1.655 -3.218 -0.310  -0.29
P: -0.007 -2.514 -0.729  1.13
C: -0.850 -2.421 0.936  -0.43
C: -0.191 -2.196 2.162  -0.12
C: -0.931 -1.885 3.300  -0.04
C: -2.318 -1.851 3.250  -0.03
C: -2.976 -2.173 2.071  -0.04
C: -2.252 -2.418 0.917  -0.12
C: -0.820 -3.983 -1.444  -0.38
C: -1.310 -5.022 -0.652  -0.11
C: -1.807 -6.163 -1.254  -0.05
C: -1.815 -6.278 -2.637  -0.04
C: -1.353 -5.236 -3.426  -0.05
C: -0.858 -4.087 -2.832  -0.08
H: 4.844 -2.171 0.193  0.12
H: 5.259 -4.622 0.082  0.13
H: 3.350 -6.154 -0.350  0.13
H: 1.087 -5.270 -0.584  0.10
H: 0.882 -2.349 2.251  0.12
H: -0.423 -1.712 4.238  0.12
H: -2.885 -1.618 4.138  0.12
H: -4.053 -2.222 2.041  0.13
H: -2.775 -2.651 -0.004  0.13
H: -1.297 -4.939 0.426  0.12
H: -2.177 -6.969 -0.640  0.12
H: -2.189 -7.179 -3.096  0.12
H: -1.372 -5.325 -4.501  0.12
H: -0.500 -3.267 -3.439  0.11
O: -3.761 -0.072 0.123  -0.19
S: -2.531 0.624 0.053  0.61
O: -1.560 0.125 -0.987  -0.47
O: -1.651 0.452 1.281  -0.45
C: -2.751 2.375 -0.106  -0.27
C: -4.035 2.868 0.045  -0.02
C: -4.258 4.236 -0.029  -0.01
C: -3.189 5.092 -0.252  -0.01
C: -1.905 4.591 -0.393  -0.03
C: -1.655 3.218 -0.310  -0.29
P: 0.007 2.514 -0.729  1.13
C: 0.850 2.421 0.936  -0.43
C: 0.191 2.196 2.162  -0.12
C: 0.931 1.885 3.300  -0.04
C: 2.318 1.851 3.250  -0.03
C: 2.976 2.173 2.071  -0.04
C: 2.252 2.418 0.917  -0.12
C: 0.820 3.983 -1.444  -0.38
C: 1.309 5.021 -0.652  -0.11
C: 1.807 6.163 -1.254  -0.05
C: 1.815 6.278 -2.637  -0.04
C: 1.353 5.236 -3.426  -0.05
C: 0.858 4.087 -2.832  -0.08
H: -4.844 2.171 0.193  0.12
H: -5.259 4.622 0.082  0.13
H: -3.350 6.154 -0.350  0.13
H: -1.087 5.269 -0.584  0.10
H: -0.882 2.349 2.251  0.12
H: 0.423 1.712 4.238  0.12
H: 2.885 1.618 4.138  0.12
H: 4.053 2.221 2.041  0.13
H: 2.775 2.651 -0.004  0.13
H: 1.297 4.939 0.426  0.12
H: 2.177 6.969 -0.640  0.12
H: 2.189 7.179 -3.096  0.12
H: 1.372 5.325 -4.501  0.12
H: 0.500 3.267 -3.439  0.11